{"formula": "C22H35BBr2O10", "method": "ωB97M-V with the def2-TZVPD basis set", "species": ["C", "C", "C", "Br", "C", "C", "C", "C", "Br", "O", "C", "O", "O", "C", "B", "C", "O", "H", "H", "H", "H", "H", "H", "H", "H", "H", "H", "H", "H", "H", "H", "H", "H", "H", "O", "C", "O", "C", "C", "C", "H", "H", "H", "H", "H", "H", "O", "C", "O", "C", "C", "C", "H", "H", "H", "H", "H", "H", "O", "C", "O", "C", "C", "C", "H", "H", "H", "H", "H", "H"], "positions_angstrom": [[-4.146541, 0.316147, -6.317265], [-3.897216, -0.144488, -4.878476], [-3.011220, 0.767239, -4.045261], [-4.009350, 2.449303, -3.803677], [-1.555465, 0.965674, -4.522847], [-1.074883, 0.140725, -5.726106], [0.270444, -0.585036, -5.595053], [0.167707, -1.987278, -4.986771], [1.169977, -2.148470, -3.316441], [-0.786404, 0.403212, -3.380803], [0.134570, 1.292162, -2.957456], [0.666194, 1.309980, -1.857782], [0.351306, 2.174084, -3.986613], [-0.991380, 2.393749, -4.470827], [-1.099160, 3.416725, -5.685982], [-0.162069, 4.664435, -5.766380], [-2.079011, 3.224193, -6.642588], [-5.072466, 0.864206, -6.407089], [-3.338999, 0.916948, -6.706721], [-4.226588, -0.556061, -6.957605], [-4.865820, -0.158830, -4.395196], [-3.518129, -1.160758, -4.851999], [-2.953946, 0.352609, -3.053539], [-1.796119, -0.616588, -6.001766], [-0.988884, 0.763184, -6.610588], [1.041343, 0.002382, -5.123012], [0.602194, -0.737898, -6.618770], [-0.865030, -2.227054, -4.785530], [0.622804, -2.722618, -5.626176], [-1.452053, 2.958419, -3.654721], [-0.783787, 5.554490, -5.709088], [0.540220, 4.677332, -4.943381], [0.349862, 4.671847, -6.721947], [-1.849489, 2.525457, -7.252179], [-2.127697, 0.026592, 4.412242], [-1.559344, -0.007725, 3.360245], [-0.960212, -1.127765, 2.901098], [-0.259793, -0.853233, 1.670360], [-0.928420, 0.391933, 1.104592], [-1.350064, 1.127463, 2.376331], [0.794500, -0.692899, 1.903483], [-0.344684, -1.717310, 1.017151], [-0.278588, 0.964437, 0.448277], [-1.815076, 0.108400, 0.534646], [-0.558240, 1.773176, 2.758784], [-2.264734, 1.700235, 2.256131], [2.227014, -1.933134, 8.849332], [1.362613, -2.116111, 8.038522], [0.274294, -1.324998, 7.955105], [-0.642261, -1.840506, 6.963496], [0.212704, -2.703116, 6.047871], [1.282145, -3.219374, 7.005720], [-1.415649, -2.415789, 7.477375], [-1.105500, -1.013388, 6.435829], [-0.354444, -3.482413, 5.543832], [0.680032, -2.082334, 5.284660], [0.972910, -4.136314, 7.512367], [2.236721, -3.367652, 6.517153], [3.563412, -2.024158, 3.535743], [3.924632, -1.334927, 4.442848], [3.256324, -1.279750, 5.618804], [3.855054, -0.283413, 6.483195], [5.278967, -0.119930, 5.968375], [5.111833, -0.392730, 4.475128], [3.270893, 0.635435, 6.398466], [3.811085, -0.635521, 7.506916], [5.706053, 0.853355, 6.200012], [5.919859, -0.883108, 6.411507], [4.849634, 0.508786, 3.919391], [5.981413, -0.861640, 4.024650]], "forces_ev_per_angstrom": [[0.1, -0.5, 0.0], [-0.3, 0.5, -0.3], [-0.5, 0.0, -0.7], [0.0, 0.0, 0.0], [1.0, -0.3, 1.2], [0.1, 0.0, -0.3], [-0.2, -0.4, -0.4], [0.4, 0.6, 0.4], [-0.1, -0.1, 0.0], [-0.2, 0.2, 0.8], [1.2, 0.0, 1.4], [-1.0, -0.2, -2.7], [0.1, 0.1, 0.8], [0.1, 0.2, -0.6], [0.3, -0.1, -0.2], [-0.5, -0.4, 0.6], [0.3, 0.4, 0.0], [-0.1, 0.3, 0.0], [0.1, 0.3, -0.1], [-0.1, -0.1, -0.2], [-0.1, -0.3, 0.3], [0.2, -0.2, 0.1], [0.1, 0.1, 0.3], [-0.3, -0.1, 0.0], [-0.1, 0.3, -0.1], [0.1, 0.2, 0.2], [0.2, 0.1, -0.2], [-0.2, -0.3, 0.2], [0.0, -0.3, -0.2], [-0.5, -0.1, 0.0], [-0.1, 0.3, -0.1], [0.3, 0.1, 0.0], [0.2, 0.1, -0.2], [-0.3, -0.4, -0.2], [-0.1, -0.1, 0.2], [0.2, 0.2, 0.0], [0.0, -0.1, 0.0], [0.1, 0.1, -0.2], [0.0, 0.2, 0.0], [-0.1, -0.3, -0.4], [0.0, 0.0, 0.0], [0.0, -0.1, 0.1], [0.1, -0.1, 0.0], [0.0, 0.0, 0.0], [0.0, 0.0, 0.1], [0.0, 0.1, 0.2], [0.1, 0.1, 0.1], [0.1, -0.2, 0.0], [0.0, 0.0, -0.1], [-0.1, 0.0, -0.2], [0.1, -0.1, 0.0], [-0.3, 0.1, -0.3], [0.0, 0.0, 0.0], [0.0, 0.1, 0.1], [0.0, 0.0, 0.0], [0.0, 0.0, 0.0], [0.1, 0.0, 0.0], [0.2, -0.1, 0.2], [-0.1, -0.2, 0.0], [-0.1, 0.2, -0.2], [0.2, 0.2, 0.1], [0.1, 0.1, 0.1], [0.0, 0.0, -0.1], [0.1, -0.1, 0.5], [0.0, 0.0, 0.0], [-0.2, -0.1, 0.0], [-0.1, 0.0, 0.0], [0.0, 0.0, 0.0], [0.0, 0.0, -0.1], [-0.1, 0.0, -0.2]], "e_tot_ha": -6784.65696, "homo_ha": -0.3575, "smiles": "CC[C@H](Br)[C@]1(CCCBr)OC(=O)O[C@H]1B(C)O.O=C1CCCO1.O=C1CCCO1.O=C1CCCO1"}


{"formula": "C22H35Cl2N11Rb", "method": "ωB97M-V with the def2-TZVPD basis set", "species": ["Rb", "C", "C", "N", "C", "C", "N", "C", "C", "N", "H", "H", "H", "H", "H", "H", "H", "H", "H", "H", "H", "H", "H", "H", "H", "Cl", "C", "Cl", "H", "H", "N", "C", "C", "N", "H", "H", "H", "H", "H", "H", "H", "H", "H", "C", "C", "N", "C", "C", "C", "C", "C", "C", "C", "C", "N", "C", "N", "H", "H", "H", "H", "H", "H", "H", "H", "H", "N", "C", "N", "C", "N"], "positions_angstrom": [[0.607305, 0.199749, 0.740720], [1.390509, 3.164777, 3.137619], [1.401647, 1.865246, 3.942379], [0.265494, 0.989620, 3.650491], [-1.048327, 1.535919, 3.999168], [-2.055854, 1.461851, 2.851331], [-1.512407, 1.965352, 1.593048], [-1.217605, 3.397389, 1.569430], [0.182574, 3.730357, 1.051235], [1.248665, 2.956328, 1.694478], [2.313333, 3.703703, 3.371029], [0.585192, 3.810394, 3.492549], [1.462980, 2.136607, 5.006799], [2.312728, 1.309281, 3.701498], [0.402508, 0.102534, 4.115856], [-0.932367, 2.574077, 4.315583], [-1.481101, 1.019448, 4.861003], [-2.963821, 1.997007, 3.165492], [-2.345111, 0.419627, 2.691443], [-2.124744, 1.706238, 0.830930], [-1.340514, 3.801520, 2.575894], [-1.936873, 3.947169, 0.953414], [0.324792, 4.815183, 1.161433], [0.231682, 3.516921, -0.020769], [2.120809, 3.173377, 1.229766], [1.050751, -2.664067, -0.281732], [-0.465118, -3.259566, 0.428599], [-1.354037, -2.011775, 1.324243], [-0.232450, -4.067219, 1.110659], [-1.095892, -3.578832, -0.391763], [4.973186, -2.765858, 3.301835], [3.953875, -3.707105, 3.813548], [2.709326, -3.693517, 2.927734], [1.752873, -2.616038, 3.173977], [5.683961, -2.593482, 4.005364], [4.452920, -1.366162, 2.671650], [5.458221, -3.191090, 2.516643], [3.681450, -3.390394, 4.821534], [4.356074, -4.720638, 3.888092], [2.179593, -4.640434, 3.042074], [3.018989, -3.645665, 1.878816], [2.219178, -1.716242, 3.217116], [1.290023, -2.759678, 4.064090], [-1.990287, 2.104608, -3.390295], [-1.603013, 1.789130, -2.098531], [-0.969335, 0.661124, -1.777218], [-0.705832, -0.192391, -2.763784], [-1.068096, 0.010188, -4.091685], [-1.714824, 1.202163, -4.402467], [-0.704531, -0.990261, -5.115588], [-1.494501, -1.463911, -6.076880], [-2.932222, -1.172770, -6.263209], [-3.848117, -1.176675, -5.216600], [-5.167264, -0.914453, -5.536662], [-5.565759, -0.668612, -6.781605], [-4.616360, -0.709166, -7.709106], [-3.325690, -0.957813, -7.520674], [-2.485376, 3.043146, -3.596920], [-1.799594, 2.484460, -1.288352], [-0.160028, -1.089710, -2.491464], [-1.983004, 1.421484, -5.427960], [0.322646, -1.338218, -5.081905], [-1.071472, -2.120925, -6.827455], [-3.545010, -1.386269, -4.200937], [-5.935635, -0.905342, -4.771284], [-4.927338, -0.525302, -8.731052], [2.408880, 0.178932, -1.968918], [3.168601, 0.191873, -1.098892], [4.070999, 0.279017, -0.138656], [4.042776, -0.186474, 1.012316], [4.074969, -0.479742, 2.161487]], "forces_ev_per_angstrom": [[0.3, 0.7, 0.0], [0.0, 0.0, 0.0], [0.0, 0.0, 0.0], [0.0, 0.0, 0.0], [0.0, 0.0, 0.0], [0.0, 0.0, 0.0], [-0.1, 0.1, 0.0], [0.0, 0.0, 0.0], [0.0, 0.0, 0.0], [0.0, 0.0, 0.0], [0.0, 0.0, 0.0], [0.0, 0.0, 0.0], [0.0, 0.0, 0.0], [0.0, 0.0, 0.0], [0.0, 0.0, 0.1], [0.0, 0.0, 0.0], [0.0, 0.0, 0.0], [0.0, 0.0, 0.0], [0.0, 0.0, 0.0], [-0.1, 0.1, 0.0], [0.0, 0.0, 0.0], [0.0, 0.0, 0.0], [0.0, 0.0, 0.0], [0.0, 0.0, 0.0], [0.0, 0.1, 0.0], [0.0, -0.4, -0.1], [0.0, 0.0, -0.1], [-0.3, -0.4, 0.1], [0.0, 0.0, 0.0], [0.0, -0.1, 0.0], [0.0, 0.1, 0.0], [0.0, 0.0, 0.0], [0.0, 0.0, 0.0], [0.0, 0.0, 0.0], [0.0, 0.0, 0.0], [0.0, -0.1, 0.0], [0.0, 0.0, 0.0], [0.0, 0.0, 0.0], [0.0, 0.0, 0.0], [0.0, 0.0, 0.0], [0.0, 0.0, 0.0], [0.0, 0.0, 0.0], [0.0, 0.0, 0.0], [0.0, 0.0, 0.0], [0.0, 0.0, 0.0], [0.0, 0.1, 0.0], [0.0, 0.0, 0.0], [0.0, 0.0, 0.0], [0.0, 0.0, 0.0], [0.0, 0.0, 0.0], [0.0, 0.0, 0.0], [0.0, 0.0, 0.0], [0.0, 0.0, 0.0], [0.0, 0.0, 0.0], [0.0, 0.0, 0.0], [0.0, 0.0, 0.0], [0.0, 0.0, 0.0], [0.0, 0.0, 0.0], [0.0, 0.0, 0.0], [0.0, 0.0, 0.0], [0.0, 0.0, 0.0], [0.0, 0.0, 0.0], [0.0, 0.0, 0.0], [0.0, 0.0, 0.0], [0.0, 0.0, 0.0], [0.0, 0.0, 0.0], [0.0, -0.1, 0.1], [0.0, -0.1, -0.1], [0.2, 0.1, 0.0], [0.0, 0.1, 0.0], [0.0, -0.1, 0.0]], "e_tot_ha": -2405.88652, "relative_energy_kcal_mol": 17.84, "homo_ha": -0.4054, "total_charge": 1}


{"formula": "C22H35Cl32IO2P", "method": "ωB97M-V with the def2-TZVPD basis set", "species": ["C", "C", "C", "P", "C", "C", "C", "O", "O", "C", "C", "C", "I", "C", "Cl", "C", "C", "Cl", "H", "H", "H", "H", "H", "H", "H", "H", "H", "H", "H", "H", "H", "H", "H", "H", "H", "H", "H", "H", "H", "H", "H", "H", "H", "C", "Cl", "Cl", "Cl", "H", "C", "Cl", "Cl", "Cl", "H", "C", "Cl", "Cl", "Cl", "H", "C", "Cl", "Cl", "Cl", "H", "C", "Cl", "Cl", "Cl", "H", "C", "Cl", "Cl", "Cl", "H", "C", "Cl", "Cl", "Cl", "H", "C", "Cl", "Cl", "Cl", "H", "C", "Cl", "Cl", "Cl", "H", "C", "Cl", "Cl", "Cl", "H"], "positions_angstrom": [[2.654427, 1.940058, 2.556324], [1.832127, 0.823081, 1.906399], [1.089755, 1.257551, 0.639228], [0.835358, -0.070044, -0.711791], [-0.549445, -0.935605, 0.361561], [-1.974129, -0.750430, -0.196942], [-2.664444, 0.470325, 0.344317], [-3.052680, 1.387663, -0.268915], [-2.867175, 0.434866, 1.720393], [2.151414, 0.771724, -1.898068], [3.660744, 0.898780, -1.612640], [4.326140, 0.088346, -0.503147], [4.244619, 2.981207, -1.307631], [0.539049, -1.512508, -2.114121], [-0.248942, -0.826700, -3.572862], [1.848945, -2.239393, -2.366171], [1.921083, -3.558946, -1.598519], [2.210757, -2.604012, -4.107097], [3.150538, 2.559881, 1.806693], [3.391521, 1.553189, 3.265087], [2.000285, 2.608689, 3.125008], [2.446417, -0.065063, 1.726376], [1.084788, 0.510765, 2.647885], [0.080024, 1.585054, 0.923983], [1.562486, 2.144194, 0.206722], [1.800395, -0.994873, -0.101861], [-0.178841, 0.738539, -1.364863], [-0.516850, -0.538022, 1.383434], [-0.338990, -2.003213, 0.484974], [-1.958212, -0.616878, -1.280969], [-2.583736, -1.613224, 0.089189], [-2.027132, 0.583003, 2.156508], [2.063279, 0.330541, -2.896377], [1.738291, 1.773560, -2.021499], [4.205614, 0.707372, -2.537170], [4.282972, 0.582990, 0.465435], [5.386375, -0.036473, -0.737254], [3.874014, -0.900085, -0.418835], [-0.184639, -2.250917, -1.765740], [2.686206, -1.618032, -2.055485], [1.603927, -4.386164, -2.235292], [1.288328, -3.515881, -0.712598], [2.956756, -3.744043, -1.318699], [5.386988, -3.747688, -3.588598], [6.974486, -3.622907, -4.354106], [4.981462, -5.432894, -3.254314], [5.311851, -2.779665, -2.121613], [4.643498, -3.356772, -4.272262], [-3.419727, -3.142734, -2.990564], [-2.971943, -4.169036, -1.624394], [-3.701221, -4.115220, -4.438374], [-4.834122, -2.172310, -2.597943], [-2.592256, -2.473177, -3.191287], [7.240249, 6.184058, -2.253773], [5.668615, 6.475451, -1.507770], [7.607697, 4.467419, -2.330977], [7.316113, 6.922291, -3.860175], [7.991984, 6.662148, -1.640386], [-4.184071, -0.523020, 5.081826], [-2.464839, -0.405144, 4.775561], [-4.665235, -2.218917, 5.244422], [-4.648215, 0.392490, 6.516609], [-4.708098, -0.108921, 4.229450], [0.444734, 5.480281, 0.004240], [0.678489, 4.544106, 1.478009], [1.458388, 6.937467, 0.018873], [0.756785, 4.523708, -1.432135], [-0.583771, 5.809278, -0.038736], [-3.677091, -5.339872, 3.608718], [-3.396830, -4.628878, 2.026682], [-4.205444, -7.021486, 3.466082], [-2.251634, -5.213860, 4.631858], [-4.477779, -4.786247, 4.080615], [-2.497623, 8.699196, -0.955835], [-2.309420, 9.186731, 0.729173], [-1.191750, 9.340885, -1.948255], [-2.596212, 6.945366, -1.095682], [-3.428836, 9.111604, -1.320509], [2.937448, -0.070982, -6.407815], [1.811988, 1.125747, -7.045661], [3.440305, -1.199442, -7.678202], [4.336483, 0.705720, -5.668283], [2.428228, -0.641649, -5.639057], [-7.991732, -4.072630, -0.070457], [-7.800432, -3.469479, -1.710153], [-8.423353, -5.786921, -0.070522], [-6.500327, -3.807829, 0.828875], [-8.795025, -3.531471, 0.411330], [-5.476173, -1.499088, 10.356620], [-5.426780, -2.727472, 11.625131], [-4.566720, -0.064515, 10.837167], [-4.891585, -2.129892, 8.825877], [-6.508969, -1.204699, 10.225746]], "forces_ev_per_angstrom": [[-0.1, 0.1, 0.1], [-0.3, 0.1, 0.3], [-0.1, 0.0, 0.0], [-0.1, 0.0, 0.4], [-0.1, 0.1, 0.2], [0.2, 0.0, 0.1], [0.9, -1.6, 1.0], [-1.0, 1.7, -1.3], [-0.4, 0.2, 0.2], [0.1, 0.1, -0.1], [0.0, -0.1, -0.2], [0.2, 0.1, 0.0], [0.1, 0.0, 0.0], [-0.2, -0.2, 0.0], [-0.1, 0.1, -0.2], [-0.1, -0.2, 0.4], [0.1, 0.0, -0.2], [0.1, -0.1, -0.2], [0.2, -0.1, 0.0], [0.0, 0.0, -0.1], [0.0, 0.0, 0.0], [0.1, 0.1, -0.1], [0.1, -0.2, 0.0], [0.0, 0.0, -0.1], [0.1, -0.1, 0.0], [0.1, 0.0, -0.1], [0.0, 0.0, 0.0], [0.1, -0.1, 0.0], [0.1, 0.0, -0.2], [0.0, -0.2, 0.0], [-0.1, 0.1, -0.2], [0.3, -0.2, 0.2], [0.0, 0.0, 0.0], [-0.1, -0.1, 0.1], [-0.1, -0.1, 0.0], [-0.2, -0.1, 0.1], [0.0, 0.0, 0.0], [0.0, 0.0, 0.1], [0.0, 0.1, 0.0], [-0.1, 0.1, -0.2], [-0.2, 0.0, 0.1], [0.1, 0.0, 0.1], [-0.1, -0.1, 0.2], [0.0, 0.0, -0.1], [0.0, 0.0, 0.0], [0.0, 0.0, 0.0], [0.2, 0.1, 0.0], [0.0, 0.0, 0.0], [0.1, 0.1, 0.0], [0.0, -0.1, 0.0], [0.0, 0.0, 0.0], [0.1, 0.1, 0.0], [0.1, 0.0, 0.0], [0.0, 0.0, 0.0], [0.0, 0.0, 0.0], [0.1, 0.0, 0.0], [0.0, 0.0, 0.0], [0.0, 0.0, 0.0], [0.0, 0.1, -0.2], [0.2, 0.0, 0.1], [-0.1, 0.0, 0.0], [0.0, 0.1, -0.1], [0.0, 0.0, 0.0], [0.0, 0.0, 0.0], [0.0, 0.2, 0.0], [0.0, 0.0, 0.0], [-0.1, 0.0, 0.0], [0.1, 0.0, 0.1], [-0.1, 0.0, 0.0], [0.1, 0.0, 0.0], [0.0, 0.0, 0.0], [0.1, 0.0, 0.0], [0.0, 0.0, 0.0], [0.0, 0.0, 0.0], [0.0, 0.0, 0.0], [0.0, 0.0, 0.0], [-0.1, 0.0, -0.1], [0.0, 0.0, 0.0], [-0.1, 0.0, 0.1], [0.0, 0.0, 0.0], [0.0, 0.0, 0.1], [0.0, 0.0, 0.0], [0.0, 0.0, 0.0], [0.2, 0.0, 0.0], [-0.3, 0.0, -0.1], [0.0, 0.0, 0.0], [0.0, 0.0, 0.1], [0.0, 0.0, 0.0], [0.0, 0.0, 0.0], [0.0, 0.0, 0.0], [0.0, 0.0, 0.0], [0.0, -0.1, 0.1], [0.0, 0.0, 0.0]], "e_tot_ha": -16374.88043, "homo_ha": -0.1777, "total_charge": -1}


| no. | molecular weight (g mol⁻¹) |
| --- | --- |
| 1 | 630.13 |
| 2 | 609.97 |
| 3 | 1623.89 |